Entry 1:
{"formula": "C43H40N4O5PS2Se2Ta", "method": "the ωB97M-V functional and the def2-TZVPD basis", "species": ["Ta", "S", "C", "C", "C", "C", "C", "C", "S", "H", "H", "H", "H", "Se", "P", "Se", "C", "C", "C", "C", "C", "C", "C", "C", "C", "C", "C", "C", "H", "H", "H", "H", "H", "H", "H", "H", "H", "H", "O", "C", "O", "C", "C", "N", "N", "C", "C", "O", "O", "H", "H", "H", "C", "N", "C", "C", "C", "N", "C", "C", "O", "H", "H", "H", "H", "H", "H", "H", "H", "H", "H", "H", "H", "C", "C", "C", "C", "C", "C", "C", "C", "C", "C", "C", "C", "C", "C", "H", "H", "H", "H", "H", "H", "H", "H", "H", "H", "H"], "coordinates": [[0.10, 0.46, -0.49], [2.50, 0.50, -0.78], [3.23, 0.05, 0.74], [4.58, 0.31, 0.99], [5.14, -0.04, 2.21], [4.35, -0.65, 3.19], [3.02, -0.91, 2.95], [2.45, -0.55, 1.73], [0.76, -0.88, 1.39], [5.18, 0.79, 0.23], [6.18, 0.17, 2.40], [4.79, -0.92, 4.15], [2.39, -1.36, 3.71], [-2.40, 1.58, -0.77], [-3.30, -0.38, -0.60], [-1.58, -1.70, -0.35], [-4.42, -0.54, 0.81], [-4.90, -1.82, 1.12], [-5.74, -1.98, 2.20], [-6.10, -0.88, 2.98], [-5.63, 0.38, 2.66], [-4.78, 0.56, 1.57], [-4.29, -0.83, -2.05], [-3.90, -1.84, -2.91], [-4.67, -2.12, -4.04], [-5.82, -1.39, -4.29], [-6.21, -0.38, -3.42], [-5.45, -0.09, -2.30], [-4.60, -2.67, 0.52], [-6.11, -2.96, 2.45], [-6.76, -1.01, 3.83], [-5.91, 1.24, 3.26], [-4.40, 1.54, 1.32], [-3.00, -2.40, -2.71], [-4.36, -2.91, -4.71], [-6.41, -1.61, -5.17], [-7.11, 0.20, -3.63], [-5.75, 0.70, -1.63], [0.26, 1.29, -6.56], [0.19, -0.01, -6.35], [0.17, -0.82, -7.25], [0.12, -0.47, -4.93], [0.01, -1.79, -4.54], [-0.03, -1.81, -3.20], [0.05, -0.58, -2.69], [0.16, 0.24, -3.72], [0.34, 1.66, -3.34], [0.39, 2.55, -4.17], [0.44, 1.80, -2.06], [0.28, 1.82, -5.72], [-0.02, -2.69, -5.13], [0.02, -2.59, -2.55], [1.34, -4.28, 1.15], [2.53, -3.81, 0.47], [3.80, -4.17, 1.09], [4.90, -3.26, 0.61], [4.90, -3.27, -0.90], [3.58, -2.90, -1.41], [3.55, -2.26, -2.70], [2.43, -3.21, -0.75], [1.31, -2.95, -1.23], [1.35, -3.94, 2.18], [1.29, -5.38, 1.14], [0.46, -3.88, 0.66], [4.05, -5.22, 0.87], [3.67, -4.09, 2.17], [5.86, -3.59, 0.99], [4.72, -2.24, 0.97], [5.18, -4.26, -1.28], [5.62, -2.56, -1.30], [4.19, -1.37, -2.70], [2.53, -1.94, -2.92], [3.89, -2.94, -3.49], [0.79, 7.23, 2.27], [1.69, 6.88, 1.27], [1.58, 5.64, 0.65], [0.59, 4.73, 1.04], [-0.31, 5.10, 2.03], [-0.21, 6.35, 2.64], [0.53, 3.43, 0.33], [0.14, 2.24, 0.80], [-0.14, 2.06, 2.26], [0.89, 2.31, 3.16], [0.71, 2.11, 4.52], [-0.50, 1.65, 5.01], [-1.54, 1.40, 4.12], [-1.35, 1.59, 2.76], [0.87, 8.20, 2.75], [2.46, 7.57, 0.96], [2.27, 5.37, -0.14], [-1.10, 4.42, 2.32], [-0.92, 6.63, 3.41], [0.88, 3.49, -0.70], [1.84, 2.66, 2.78], [1.53, 2.30, 5.20], [-0.64, 1.49, 6.07], [-2.49, 1.03, 4.48], [-2.17, 1.37, 2.08]], "mulliken_charge": [0.154, -0.657, 0.930, -0.911, -0.814, -0.732, -1.198, 0.936, -0.454, 0.503, 0.373, 0.408, 0.535, -0.264, 0.774, -0.464, 0.687, -0.500, -0.658, -0.502, -0.590, -0.363, 0.591, -0.131, -0.734, -0.453, -0.678, -0.471, 0.362, 0.412, 0.394, 0.436, 0.363, 0.163, 0.423, 0.385, 0.400, 0.392, -0.558, 0.459, -0.608, 0.353, -1.115, 0.181, 0.772, -0.617, 0.985, -0.870, 0.258, 0.433, 0.580, -0.021, -0.901, 0.488, -0.852, 0.299, -0.924, 0.495, -0.814, 0.065, -0.798, 0.314, 0.328, 0.081, 0.324, 0.448, 0.461, -0.425, 0.282, 0.470, 0.390, -0.098, 0.347, -0.424, -0.642, -0.602, 0.260, 0.163, -0.752, -0.064, 0.417, 0.023, 0.126, -0.884, -0.678, -0.560, 0.341, 0.387, 0.379, 0.412, 0.432, 0.394, 0.373, 0.441, 0.410, 0.403, 0.468, -0.077], "lumo_energy_ev": -0.99, "homo_lumo_gap_ev": 6.63, "multiplicity": 1, "largest_force_ev_per_a": 0.65, "charge": 0, "energy_ev": -224648.3172}


Entry 2:
{"formula": "C43H41BN12O4PbSe", "method": "the ωB97M-V functional and the def2-TZVPD basis", "species": ["Pb", "O", "C", "O", "C", "C", "C", "C", "C", "N", "C", "O", "O", "H", "H", "H", "C", "C", "C", "C", "N", "N", "B", "N", "N", "C", "C", "C", "C", "C", "C", "C", "C", "C", "C", "N", "N", "C", "C", "C", "C", "C", "C", "C", "C", "C", "C", "C", "C", "C", "C", "C", "C", "H", "H", "H", "H", "H", "H", "H", "H", "H", "H", "H", "H", "H", "H", "H", "H", "H", "H", "H", "H", "H", "H", "H", "H", "H", "H", "H", "H", "Se", "C", "N", "C", "C", "C", "C", "N", "C", "N", "N", "N", "H", "H", "H", "H", "H", "H", "H", "H", "H", "H"], "coordinates": [[-0.16, 0.56, -0.14], [-2.07, 3.13, -3.75], [-1.23, 3.26, -2.90], [0.01, 2.74, -3.11], [-1.48, 3.97, -1.60], [-2.18, 5.16, -1.56], [-2.32, 5.78, -0.33], [-1.81, 5.16, 0.80], [-1.18, 3.93, 0.68], [-0.99, 3.37, -0.52], [-0.68, 3.21, 1.94], [-0.60, 3.90, 2.95], [-0.44, 1.95, 1.84], [-2.59, 5.57, -2.47], [-2.82, 6.73, -0.25], [-1.87, 5.60, 1.79], [-2.35, -4.70, -1.11], [-1.69, -3.68, -0.24], [-1.31, -3.83, 1.08], [-0.75, -2.60, 1.45], [-0.79, -1.76, 0.41], [-1.37, -2.43, -0.63], [-1.77, -1.80, -2.00], [-0.55, -1.36, -2.86], [0.60, -0.83, -2.34], [1.45, -0.72, -3.35], [0.87, -1.19, -4.54], [-0.40, -1.58, -4.19], [-1.47, -2.10, -5.10], [2.82, -0.20, -3.18], [3.28, 0.23, -1.93], [4.56, 0.74, -1.77], [5.42, 0.82, -2.86], [4.98, 0.39, -4.10], [3.69, -0.10, -4.26], [-2.82, -0.68, -1.74], [-2.63, 0.28, -0.79], [-3.77, 0.96, -0.69], [-4.70, 0.46, -1.61], [-4.06, -0.58, -2.25], [-4.62, -1.50, -3.29], [-4.06, 1.95, 0.36], [-3.62, 1.75, 1.66], [-3.98, 2.63, 2.67], [-4.81, 3.71, 2.39], [-5.27, 3.91, 1.10], [-4.89, 3.04, 0.08], [-0.20, -2.22, 2.76], [-0.18, -0.90, 3.20], [0.35, -0.57, 4.44], [0.84, -1.56, 5.27], [0.81, -2.89, 4.86], [0.30, -3.21, 3.61], [-2.44, -5.63, -0.56], [-1.77, -4.89, -2.02], [-3.35, -4.38, -1.41], [-1.45, -4.70, 1.70], [-2.32, -2.66, -2.62], [1.29, -1.21, -5.53], [-1.02, -2.39, -6.04], [-2.21, -1.32, -5.30], [-2.00, -2.96, -4.68], [2.60, 0.18, -1.09], [4.88, 1.09, -0.79], [6.42, 1.22, -2.74], [5.63, 0.47, -4.96], [3.37, -0.41, -5.25], [-5.72, 0.79, -1.76], [-5.69, -1.31, -3.40], [-4.48, -2.55, -3.01], [-4.15, -1.35, -4.26], [-2.99, 0.90, 1.88], [-3.61, 2.47, 3.68], [-5.09, 4.39, 3.18], [-5.91, 4.75, 0.87], [-5.24, 3.20, -0.93], [-0.59, -0.10, 2.60], [0.35, 0.47, 4.75], [1.24, -1.31, 6.25], [1.19, -3.67, 5.50], [0.30, -4.25, 3.28], [1.40, 3.08, -1.97], [2.60, 3.16, -3.38], [3.34, 3.24, -4.26], [3.96, -3.15, 3.58], [5.02, -2.05, 3.70], [4.70, -1.09, 4.84], [5.21, -1.29, 2.39], [4.06, -0.48, 2.00], [2.85, -0.83, 1.55], [2.17, 0.27, 1.32], [2.99, 1.30, 1.61], [4.13, 0.86, 2.02], [4.01, -3.81, 4.44], [4.11, -3.75, 2.68], [2.95, -2.72, 3.56], [5.98, -2.52, 3.89], [3.74, -0.59, 4.68], [5.46, -0.32, 4.95], [4.63, -1.64, 5.79], [5.44, -1.97, 1.57], [6.04, -0.58, 2.48], [2.50, -1.84, 1.40]], "mulliken_charge": [1.796, -0.578, 0.259, -0.438, 0.574, -0.827, -0.698, -0.595, 0.196, 0.845, -0.441, -0.755, -0.469, 0.558, 0.468, 0.614, -1.477, 0.869, -1.308, -0.882, 1.152, 0.098, -1.416, 0.669, -0.130, 0.187, -1.055, 0.468, -1.564, 0.002, 0.688, -0.448, -0.568, -0.843, -0.427, 0.400, 0.978, -0.777, -1.306, 0.726, -1.359, 0.791, 0.142, -0.493, -0.556, -0.834, -0.503, 0.836, 0.630, -0.955, -0.275, -0.805, -0.770, 0.390, 0.280, 0.230, 0.551, -0.297, 0.483, 0.442, 0.187, 0.292, 0.029, 0.453, 0.397, 0.373, 0.327, 0.558, 0.399, 0.181, 0.135, 0.274, 0.402, 0.410, 0.409, 0.448, 0.145, 0.519, 0.463, 0.404, 0.350, 0.562, 0.255, -0.541, -1.063, 0.880, -1.456, -1.359, 1.006, -1.157, 0.939, -0.489, -0.775, 0.451, 0.368, -0.096, 0.340, 0.174, 0.414, 0.432, 0.416, 0.433, 0.630], "lumo_energy_ev": -0.42, "homo_lumo_gap_ev": 7.85, "multiplicity": 1, "largest_force_ev_per_a": 0.71, "charge": 0, "energy_ev": -142601.1791}


Entry 3:
{"formula": "C43H41Cl3CsN8OS5Se", "method": "the ωB97M-V functional and the def2-TZVPD basis", "species": ["Cs", "C", "C", "C", "C", "C", "C", "C", "N", "N", "C", "C", "C", "C", "C", "C", "N", "C", "C", "C", "C", "C", "C", "N", "H", "H", "H", "H", "H", "H", "H", "H", "H", "H", "H", "H", "H", "H", "H", "H", "H", "H", "H", "H", "C", "C", "S", "C", "C", "S", "C", "C", "S", "H", "H", "H", "H", "H", "H", "H", "H", "H", "H", "H", "H", "Cl", "C", "C", "C", "Cl", "C", "O", "C", "Cl", "C", "H", "H", "S", "C", "N", "C", "C", "C", "C", "C", "C", "S", "H", "H", "H", "H", "Se", "N", "C", "C", "C", "C", "N", "C", "N", "H", "H", "H"], "coordinates": [[-0.58, 0.81, -0.26], [4.33, 0.25, -1.13], [4.45, 1.09, 0.09], [3.71, 0.65, 1.33], [3.55, 1.63, 2.34], [3.03, 1.23, 3.55], [2.70, -0.12, 3.71], [2.78, -0.97, 2.66], [3.32, -0.62, 1.46], [3.19, 0.51, -2.09], [3.27, 1.85, -2.55], [2.11, 2.36, -3.40], [2.27, 3.28, -4.43], [1.16, 3.85, -4.99], [-0.14, 3.51, -4.58], [-0.17, 2.48, -3.63], [0.89, 1.94, -3.08], [3.21, -0.49, -3.17], [1.84, -0.96, -3.51], [1.33, -0.87, -4.81], [0.02, -1.32, -5.02], [-0.74, -1.84, -3.99], [-0.09, -2.04, -2.78], [1.14, -1.59, -2.57], [4.20, -0.78, -0.82], [5.22, 0.28, -1.78], [4.25, 2.13, -0.14], [5.53, 1.04, 0.35], [3.88, 2.65, 2.11], [2.91, 1.92, 4.37], [2.41, -0.48, 4.68], [2.37, -1.98, 2.78], [4.22, 2.02, -3.07], [3.27, 2.53, -1.68], [3.29, 3.52, -4.69], [1.25, 4.53, -5.83], [-1.00, 4.01, -5.01], [-1.16, 2.15, -3.30], [3.76, -1.38, -2.81], [3.82, -0.12, -4.00], [1.88, -0.40, -5.58], [-0.51, -1.26, -5.97], [-1.76, -2.11, -4.10], [-0.54, -2.61, -1.98], [-4.57, -1.72, -0.18], [-4.31, -3.08, 0.46], [-2.54, -3.53, 0.48], [-2.35, -4.29, 2.10], [-2.64, -3.41, 3.28], [-1.69, -1.88, 3.35], [-2.87, -0.51, 3.39], [-4.12, -0.59, 2.45], [-3.85, -0.32, 0.70], [-5.64, -1.56, -0.35], [-4.11, -1.68, -1.15], [-4.87, -3.86, -0.05], [-4.75, -3.06, 1.46], [-1.28, -4.51, 2.09], [-2.87, -5.25, 2.23], [-2.46, -4.04, 4.18], [-3.69, -3.18, 3.39], [-2.22, 0.32, 3.13], [-3.18, -0.39, 4.44], [-4.70, 0.24, 2.77], [-4.55, -1.58, 2.58], [-8.16, 3.70, -4.12], [-6.76, 2.84, -3.52], [-6.59, 1.49, -3.80], [-5.44, 0.84, -3.44], [-5.22, -0.72, -4.12], [-4.42, 1.44, -2.66], [-3.40, 0.81, -2.29], [-4.64, 2.84, -2.40], [-3.39, 3.76, -1.57], [-5.74, 3.51, -2.84], [-7.26, 0.90, -4.42], [-5.79, 4.60, -2.65], [1.22, 3.65, 0.43], [0.65, 3.26, 2.00], [0.28, 2.11, 2.49], [-0.04, 2.27, 3.81], [-0.39, 1.19, 4.68], [-0.69, 1.46, 5.99], [-0.60, 2.78, 6.48], [-0.21, 3.83, 5.69], [0.09, 3.55, 4.36], [0.60, 4.61, 3.14], [-0.25, 0.17, 4.28], [-1.05, 0.61, 6.57], [-0.97, 3.02, 7.46], [-0.11, 4.85, 6.02], [6.54, -3.80, 2.84], [4.84, -4.19, 3.03], [4.31, -4.01, 1.85], [2.89, -4.20, 1.55], [2.52, -3.85, 0.35], [3.50, -3.49, -0.66], [4.74, -3.30, -0.52], [5.19, -3.59, 0.79], [6.45, -3.45, 1.11], [2.19, -4.67, 2.29], [1.46, -3.88, 0.01], [3.03, -3.33, -1.62]], "mulliken_charge": [0.518, -0.335, -0.903, 0.803, -0.994, -0.333, -1.039, -0.007, 0.251, 0.791, -0.584, 0.400, -1.232, -0.476, -0.898, -0.467, 0.463, -1.035, 0.486, -0.890, -0.676, -0.526, -0.329, 0.166, -0.328, 0.434, 0.397, 0.365, 0.376, 0.450, 0.454, 0.311, 0.301, 0.082, 0.489, 0.373, 0.485, 0.557, 0.634, 0.348, 0.529, 0.354, 0.466, 0.380, -0.516, -1.139, 0.057, -0.486, -1.138, 0.000, -0.289, -1.391, 0.131, 0.426, 0.247, 0.533, 0.484, 0.215, 0.386, 0.479, 0.474, 0.038, 0.460, 0.529, 0.363, -0.277, 0.274, -0.624, 0.593, -0.275, -0.297, -0.304, 0.320, -0.186, -0.610, 0.383, 0.346, -0.251, -0.189, 0.112, -1.028, 0.383, -1.080, -0.630, -0.505, 1.104, -0.398, 0.521, 0.440, 0.341, 0.386, 0.266, -0.912, 1.049, -0.563, -0.126, -0.080, -0.596, 0.649, -0.851, 0.373, 0.289, 0.474], "lumo_energy_ev": 1.06, "homo_lumo_gap_ev": 5.46, "multiplicity": 1, "largest_force_ev_per_a": 2.62, "charge": -1, "energy_ev": -216865.0773}


Entry 4:
{"formula": "C43H41F10N2O10", "method": "the ωB97M-V functional and the def2-TZVPD basis", "species": ["C", "C", "C", "C", "C", "C", "N", "C", "C", "O", "N", "O", "C", "C", "C", "F", "F", "C", "C", "C", "C", "C", "C", "F", "F", "F", "C", "C", "C", "C", "C", "C", "O", "O", "C", "F", "F", "C", "F", "F", "F", "H", "H", "H", "H", "H", "H", "H", "H", "H", "H", "H", "H", "H", "H", "H", "H", "H", "H", "H", "H", "H", "H", "H", "H", "H", "H", "H", "H", "H", "C", "C", "C", "O", "C", "C", "C", "O", "H", "H", "H", "H", "C", "C", "C", "O", "C", "C", "C", "O", "H", "H", "H", "H", "C", "C", "C", "O", "C", "C", "C", "O", "H", "H", "H", "H"], "coordinates": [[2.27, 2.96, 0.09], [3.40, 1.90, 0.06], [4.73, 2.59, -0.24], [3.11, 0.80, -0.99], [3.31, -0.67, -0.48], [2.07, -1.49, -0.54], [1.68, -1.94, -1.67], [0.40, -2.70, -1.60], [-0.29, -2.61, -2.96], [0.48, -3.40, -3.85], [-0.26, -4.59, -4.22], [0.46, -5.43, -4.56], [-0.24, -2.03, -0.35], [-0.78, -0.66, -0.76], [-1.39, -2.98, 0.16], [-1.12, -3.35, 1.44], [-1.35, -4.15, -0.57], [-2.81, -2.45, 0.09], [-3.52, -2.43, -1.10], [-4.82, -1.95, -1.14], [-5.44, -1.50, 0.02], [-4.73, -1.53, 1.21], [-5.35, -1.05, 2.50], [-6.68, -1.00, 2.45], [-4.90, 0.18, 2.82], [-5.01, -1.86, 3.53], [-3.42, -2.00, 1.25], [1.07, -1.95, 0.55], [1.59, -3.33, 1.07], [3.06, -3.68, 0.79], [3.46, -4.86, 1.69], [3.71, -4.38, 3.11], [3.08, -4.75, 4.06], [4.70, -3.45, 3.20], [1.15, -0.89, 1.67], [2.35, -1.03, 2.30], [1.11, 0.36, 1.14], [0.11, -0.89, 2.83], [0.05, -2.07, 3.45], [0.47, 0.04, 3.71], [-1.11, -0.57, 2.36], [2.69, 3.96, 0.21], [1.59, 2.80, 0.93], [1.69, 2.94, -0.83], [3.44, 1.44, 1.05], [5.04, 3.17, 0.64], [5.53, 1.90, -0.49], [4.59, 3.32, -1.04], [2.13, 0.92, -1.43], [3.82, 0.93, -1.80], [3.76, -0.66, 0.51], [4.03, -1.16, -1.13], [2.19, -1.79, -2.54], [0.75, -3.72, -1.47], [-1.32, -2.94, -2.94], [-0.23, -1.58, -3.32], [-1.47, -0.74, -1.59], [-1.30, -0.17, 0.06], [0.02, 0.02, -1.07], [-3.08, -2.80, -2.02], [-5.38, -1.92, -2.07], [-6.46, -1.13, 0.01], [-2.91, -2.01, 2.20], [1.41, -3.42, 2.14], [0.98, -4.11, 0.61], [3.71, -2.85, 1.05], [3.22, -3.96, -0.25], [2.67, -5.60, 1.75], [4.38, -5.32, 1.33], [4.50, -2.88, 3.95], [-4.14, 1.04, 8.61], [-3.76, 2.25, 8.20], [-3.79, 2.61, 6.76], [-3.43, 3.71, 6.38], [-4.27, 1.59, 5.80], [-4.65, 0.38, 6.21], [-4.62, 0.02, 7.65], [-4.98, -1.08, 8.03], [-4.13, 0.75, 9.65], [-3.40, 3.01, 8.88], [-4.28, 1.88, 4.76], [-5.01, -0.38, 5.53], [5.89, 5.40, -3.68], [6.49, 5.66, -4.84], [5.75, 5.57, -6.12], [6.28, 5.80, -7.18], [4.31, 5.18, -6.06], [3.72, 4.92, -4.90], [4.47, 5.01, -3.62], [3.92, 4.77, -2.56], [6.41, 5.46, -2.73], [7.53, 5.95, -4.91], [3.79, 5.12, -7.01], [2.68, 4.63, -4.82], [-5.00, 1.74, -4.32], [-4.07, 0.80, -4.44], [-2.78, 0.89, -3.72], [-1.93, 0.02, -3.83], [-2.56, 2.07, -2.85], [-3.49, 3.02, -2.72], [-4.78, 2.93, -3.45], [-5.63, 3.78, -3.33], [-5.95, 1.70, -4.84], [-4.20, -0.07, -5.07], [-1.61, 2.12, -2.33], [-3.35, 3.89, -2.09]], "mulliken_charge": [-1.552, 0.988, -1.436, -1.336, -1.747, -0.905, 0.270, -0.304, -1.094, -0.335, 0.187, -0.294, 1.917, -1.998, 1.896, -0.317, -0.405, -0.477, -0.186, -1.161, -0.796, -0.469, 1.091, -0.274, -0.237, -0.278, -0.260, 1.931, -1.920, -0.299, -0.790, 0.513, -0.544, -0.478, 0.557, -0.282, -0.175, 0.504, -0.235, -0.285, -0.207, 0.437, 0.271, 0.284, 0.223, 0.449, 0.418, 0.110, 0.394, 0.593, 0.467, 0.891, 0.511, 0.310, 0.495, 0.665, 0.099, 0.506, -0.133, 0.370, 0.499, 0.527, 0.752, 0.648, 0.786, 0.267, 0.274, 0.318, 0.486, 0.354, -0.401, -0.434, 0.289, -0.542, -0.169, -0.251, 0.278, -0.536, 0.417, 0.415, 0.507, 0.398, -0.254, -0.398, 0.303, -0.521, -0.383, -0.375, 0.450, -0.558, 0.425, 0.411, 0.405, 0.438, -0.440, -0.453, 0.495, -0.510, -0.192, -0.540, 0.276, -0.516, 0.443, 0.485, 0.521, 0.468], "lumo_energy_ev": -3.95, "homo_lumo_gap_ev": 7.57, "multiplicity": 1, "largest_force_ev_per_a": 1.00, "charge": 1, "energy_ev": -95875.6524}